Molecular formula: C5H16N2
Method: DFT, ωB97M-V with the def2-TZVPD basis set

XYZ file:
```
23
Properties=species:S:1:pos:R:3:forces:R:3
N -3.0668 0.7223 -1.2608 0.1 0.0 -0.5
C -1.7234 0.0514 -1.0256 0.1 0.0 0.4
C -0.5764 1.0368 -0.7421 0.2 -0.1 -0.8
C 0.0790 0.8441 0.6442 -0.1 1.1 0.0
C 0.5846 -0.5283 1.0715 -1.8 -0.4 0.0
C 1.7080 -1.1007 0.2501 2.3 0.7 0.1
N 3.0332 -0.9950 1.0927 -1.1 -0.6 0.3
H -3.3001 1.4988 -0.6356 0.2 -0.1 0.1
H -3.8641 0.0791 -1.2541 0.1 -0.2 0.1
H -3.0141 1.0849 -2.2132 -0.3 0.4 0.0
H -1.5265 -0.5043 -1.9438 -0.2 -0.1 0.2
H -1.8226 -0.6554 -0.2031 -0.3 0.0 -0.1
H 0.0803 0.9585 -1.6252 0.3 -0.1 0.7
H -0.8865 2.0872 -0.8173 -0.2 -0.2 0.2
H -0.6741 1.2140 1.3519 0.1 -0.4 0.2
H 0.8813 1.5834 0.7574 0.0 -0.1 -0.2
H -0.2563 -1.2456 1.0804 0.3 0.1 -0.4
H 0.7620 -0.5093 2.1531 0.6 0.1 -0.2
H 1.5952 -2.1407 -0.0341 0.1 -0.1 0.2
H 2.0553 -0.5466 -0.6304 -1.0 0.1 -0.1
H 3.8949 -0.8782 0.5653 0.1 -0.3 -0.2
H 3.0660 -1.8341 1.6674 0.5 -0.2 0.1
H 2.9712 -0.2224 1.7514 0.0 0.3 0.0
```
Forces are in eV/Å.

Its HOMO-LUMO gap is 13.0547 eV. Its total charge is +2. The HOMO energy is -0.708 hartree. Its relative energy (zero: lowest compared OMol25 entry of this formula, charge and spin) is 11.5 kcal/mol. The SMILES is [NH3+]CCCCC[NH3+]. The LUMO energy is -6.221 eV. For the largest force on an atom, the calculation gives 2.4 eV Å⁻¹.